# C44H49NP2Re

A structure of composition C44H49NP2Re at a distorted geometry (wB97M-V/def2-TZVPD, the OMol25 dataset).

```
97
Properties=species:S:1:pos:R:3:forces:R:3
Re -1.405669 0.504481 -3.386559 6.37 4.29 0.01
C -2.298216 0.858937 -5.127415 -1.28 0.53 -1.81
C -2.937617 1.567821 -4.027944 -1.99 1.48 -1.00
C -4.269798 1.065793 -3.508602 -0.35 0.16 -0.02
C -4.140190 -0.402716 -3.049736 -0.31 0.46 0.37
C -2.700333 -0.809941 -2.757814 -1.40 -3.69 2.44
C -1.827828 -1.364406 -3.810278 -1.59 -1.95 -0.28
C -2.457821 -1.651210 -5.146055 -0.09 -0.24 -0.71
C -2.923779 -0.341119 -5.813242 0.07 -0.70 -0.36
C -1.267916 -1.253393 1.016101 -0.08 -0.06 0.00
H -1.781930 1.489663 -5.851795 -0.02 0.01 0.44
H -2.818218 2.654443 -4.027661 0.07 -0.12 0.00
H -5.048538 1.165095 -4.282259 0.28 -0.03 0.16
H -4.605823 1.689355 -2.674708 0.14 -0.03 -0.01
H -4.709827 -0.508856 -2.125034 -0.03 -0.23 -0.23
H -4.583837 -1.075444 -3.784146 0.12 -0.11 0.05
H -2.566579 -1.240584 -1.765692 -0.17 -0.33 -0.22
H -1.109763 -2.111283 -3.484167 -0.08 0.07 0.20
H -3.292055 -2.358033 -5.033567 0.15 0.07 0.00
H -1.736416 -2.149715 -5.792934 0.09 -0.01 0.02
H -2.598614 -0.340803 -6.860839 -0.24 0.02 0.22
H -4.013195 -0.295560 -5.811951 -0.02 0.22 -0.09
H -0.819706 -1.110345 0.020438 -0.23 -0.07 0.21
H -0.854661 -2.161523 1.477160 -0.09 0.35 0.01
H -1.048929 -0.377636 1.633837 -0.10 -0.27 -0.05
P -1.652696 1.610523 -1.047653 -2.36 -0.14 0.13
P -3.052487 -1.441671 0.917728 0.98 -0.71 0.70
C -2.941449 1.221028 0.068929 2.58 2.13 -1.35
C -3.664232 0.022293 0.117439 -1.26 -1.42 0.12
C -1.186949 3.343424 -0.903732 0.18 0.67 0.59
C -1.949401 4.421115 -1.411798 0.35 -0.48 0.27
C -1.463119 5.722162 -1.287286 0.12 -0.06 0.09
C -0.254528 5.965089 -0.623210 0.05 -0.37 0.00
C 0.519498 4.898764 -0.149107 -0.18 0.28 -0.13
C 0.063207 3.602191 -0.308995 -0.30 -0.24 -0.23
C 0.230359 1.623159 -4.513572 0.46 -0.55 1.64
C 0.786667 0.947493 -5.593281 0.36 0.04 -0.26
C 1.621568 1.639760 -6.474596 -0.24 -0.04 0.16
C 1.872555 3.000484 -6.264555 -0.18 0.02 0.24
C 1.309210 3.655343 -5.162384 0.07 -0.16 -0.24
C 0.503034 2.953790 -4.247460 0.25 0.23 -0.32
C -3.583751 -1.409200 2.664706 -0.34 -0.26 0.16
C -3.477640 -0.180859 3.338094 -0.07 -0.04 -0.15
C -3.785504 -0.079313 4.693682 0.03 -0.25 -0.13
C -4.213577 -1.217625 5.391135 0.01 -0.02 -0.40
C -4.344781 -2.442688 4.720935 0.12 0.18 -0.01
C -4.011888 -2.550534 3.366273 0.00 0.28 -0.18
C -3.296977 -3.030976 0.070252 -0.56 -0.40 -0.27
C -2.196155 -3.780421 -0.398334 -0.02 0.27 0.21
C -2.385241 -5.013691 -1.018621 -0.06 0.05 -0.01
C -3.670173 -5.529513 -1.195782 -0.11 0.38 0.19
C -4.775039 -4.790268 -0.756765 0.21 0.10 0.06
C -4.590695 -3.553147 -0.133457 0.14 0.13 0.13
H -3.145343 2.035035 0.777935 -0.28 -0.08 -0.26
H -4.733556 0.004575 -0.133480 0.32 0.20 0.33
H -2.907702 4.226574 -1.886898 0.12 0.10 0.04
H -2.030268 6.554690 -1.706243 0.12 -0.25 0.21
H 0.095568 6.980860 -0.470579 -0.07 -0.09 -0.14
H 1.478816 5.060389 0.340753 -0.25 0.12 -0.13
H 0.676792 2.764803 0.013617 -0.07 0.43 -0.02
H 0.548658 -0.100590 -5.782759 0.13 0.20 0.07
H 2.060229 1.116563 -7.325114 -0.14 0.18 0.19
H 2.504640 3.542517 -6.972336 -0.20 -0.13 0.33
H 1.510386 4.713040 -5.015807 -0.05 -0.14 0.05
H 0.080223 3.447924 -3.370297 0.23 -0.01 -0.25
H -3.154550 0.698354 2.779726 -0.07 -0.08 0.27
H -3.696379 0.887820 5.193584 -0.03 -0.38 -0.12
H -4.451699 -1.141775 6.453247 0.03 -0.06 -0.34
H -4.712471 -3.320088 5.257687 0.20 0.29 -0.18
H -4.081261 -3.506594 2.847068 -0.07 0.18 0.20
H -1.178858 -3.412395 -0.261719 -0.28 -0.15 -0.09
H -1.519119 -5.581616 -1.362015 -0.25 0.19 0.13
H -3.813104 -6.501921 -1.666271 0.04 0.27 0.12
H -5.780455 -5.188230 -0.887077 0.24 0.15 0.04
H -5.453523 -2.986865 0.222823 0.12 -0.22 -0.12
C 3.593323 -0.173299 1.101017 0.03 0.08 0.26
N 2.572715 0.860784 1.222938 -0.40 0.32 -0.55
C 2.527224 1.373420 2.585356 -0.08 -0.10 -0.09
C 1.273759 0.494129 0.659968 0.37 0.03 0.94
C 1.320097 0.410513 -0.846206 0.21 1.21 -0.69
C 2.402153 1.011380 -1.530170 -0.43 -0.05 0.24
C 2.818807 0.465934 -2.744472 -0.58 0.21 -0.29
C 2.212027 -0.715517 -3.187542 -0.10 -0.61 0.13
C 1.089501 -1.223551 -2.493285 0.36 0.12 -1.90
C 0.416185 -0.346956 -1.644682 1.79 -0.88 1.27
H 4.521539 0.269192 1.486424 -0.10 -0.32 -0.27
H 3.736026 -0.482622 0.059587 0.00 0.08 0.27
H 3.365054 -1.063894 1.719291 0.00 0.14 -0.17
H 1.818217 2.209275 2.653937 0.20 -0.17 0.03
H 2.247972 0.595901 3.322637 0.02 0.19 -0.10
H 3.537599 1.727391 2.827997 -0.37 0.02 0.10
H 0.953423 -0.485290 1.064633 0.17 0.16 -0.27
H 0.516719 1.213437 1.009948 0.14 -0.17 0.03
H 2.940238 1.840449 -1.057205 -0.02 -0.63 -0.02
H 3.635029 0.926656 -3.309066 -0.24 -0.29 0.26
H 2.597290 -1.241913 -4.067589 -0.06 0.08 0.52
H 0.729832 -2.234960 -2.691775 -0.14 0.42 -0.36
```
Forces are in eV/Å.

- charge = +2
- spin multiplicity = 4
- HOMO energy (spin up / spin down) (Ha) = -0.46523 / -0.48492
- LUMO energy (spin up / spin down) (eV) = -6.74 / -7.40
- expectation value of S² = 4.1955
- energy above the lowest of the compared OMol25 structures with the same formula, charge and spin (eV) = 3.439
- maximum force (eV/A) = 7.7